(1)
# C4H6N4

The molecule C4H6N4 in a non-equilibrium geometry (wB97M-V/def2-TZVPD, OMol25).

The spin multiplicity is 1. For the HOMO energy, the calculation gives -8.564 eV. The value obtained for the LUMO energy is 0.54 eV. The calculation puts the largest force on an atom at 0.1915 Eh/bohr. As for the charge: 0. The calculation puts the energy at -374.79732 Eh. The HOMO-LUMO gap comes out at 9.106 eV.

Last column: Mulliken charge in e.
CARTESIAN COORDINATES (ANGSTROEM)
C  0.0184  -0.8351  1.6183  0.058
C  0.5420  -1.4726  -0.7579  -0.408
C  0.1865  -0.0663  -0.5777  0.713
C  0.1212  0.7659  -1.5150  -0.566
H  0.0141  2.2830  0.5469  0.349
H  -1.5063  1.5884  0.4700  0.337
H  -0.1077  -0.1949  2.7062  0.271
H  0.6138  -1.8034  -1.8391  0.304
H  -0.3424  1.7412  -0.8995  0.227
H  -0.3356  0.4953  -2.7032  0.218
N  -0.5392  1.5929  0.8795  -1.072
N  -0.1273  0.2457  0.6284  0.355
N  0.6046  -1.9903  1.4288  -0.402
N  0.8578  -2.3499  0.0143  -0.384



(2)
# C7H16N3OSi

A cluster of 2 separate species, C7H16N3OSi in total in a non-equilibrium geometry (wB97M-V/def2-TZVPD, OMol25).

The spin multiplicity is 1. For the HOMO energy, the calculation gives -12.934 eV. The value obtained for the LUMO energy is -5.47 eV. The calculation puts the largest force on an atom at 0.1180 Eh/bohr. As for the charge: +1. The calculation puts the energy at -804.94653 Eh. The HOMO-LUMO gap comes out at 7.463 eV.

Last column: Mulliken charge in e.
CARTESIAN COORDINATES (ANGSTROEM)
C  -3.3663  0.9472  -0.0010  0.310
C  -1.5238  -0.1731  -0.3310  0.211
C  -3.6297  -0.5222  0.2454  -0.414
C  -1.8740  -2.4703  -0.0199  -0.863
C  3.4087  -0.7308  -0.4793  -1.080
C  1.8800  0.8401  1.8260  -1.131
C  2.2952  2.2428  -1.0444  -1.194
N  -1.9768  1.0602  -0.3552  0.107
N  -2.3213  -1.0998  0.0725  0.140
N  0.6233  -0.5569  -0.4969  -0.280
O  -4.2385  1.7642  0.1553  -0.475
Si  1.9213  0.4931  -0.0811  0.255
H  -3.9901  -0.7678  1.1736  0.386
H  -4.4372  -0.9785  -0.5632  0.297
H  -2.3662  -2.9161  0.8958  0.295
H  -2.2008  -2.8795  -0.8609  0.442
H  -0.8512  -2.5634  -0.0861  0.298
H  3.6172  -0.7904  -1.4780  0.401
H  4.3125  -0.2550  -0.0641  0.335
H  3.2088  -1.7240  0.0754  0.261
H  1.6276  1.8590  2.1023  0.375
H  1.1175  0.2640  2.4052  0.318
H  2.8569  0.7266  2.3103  0.375
H  2.4899  1.9408  -2.0107  0.337
H  1.4296  2.7776  -0.9682  0.401
H  2.9856  2.7235  -0.4892  0.381
H  -1.6943  1.9571  -0.6527  0.205
H  0.6961  -1.1685  -1.2800  0.310



(3)
# CH2N2O3P

A cluster of 2 separate species, CH2N2O3P in total in a non-equilibrium geometry (wB97M-V/def2-TZVPD, OMol25).

The spin multiplicity is 1. For the HOMO energy (alpha / beta), the calculation gives -6.160 / -6.160 eV. The value obtained for the LUMO energy (alpha / beta) is 3.17 / 3.17 eV. The calculation puts the largest force on an atom at 0.0609 Eh/bohr. As for the charge: -1. The calculation puts the energy at -715.92638 Eh. The HOMO-LUMO gap (alpha / beta) comes out at 9.333 / 9.333 eV.

Last column: Mulliken charge in e.
CARTESIAN COORDINATES (ANGSTROEM)
C  -0.1864  2.4389  -0.2073  -0.291
N  -0.7776  3.4336  -0.2003  -0.410
N  -0.9861  -1.5529  0.4402  -0.430
O  0.8528  -0.5620  -1.4709  -0.612
O  2.4622  0.0011  0.5186  -0.564
O  0.1376  -0.8548  1.0350  -0.239
P  1.1381  -0.0530  -0.1119  1.010
H  -0.7067  -1.8452  -0.5405  0.289
H  -1.9339  -1.0057  0.5370  0.246



(4)
# C4H11N2

The ion C4H11N2 with charge +1 in a non-equilibrium geometry (wB97M-V/def2-TZVPD, OMol25).

The spin multiplicity is 1. For the HOMO energy, the calculation gives -14.605 eV. The value obtained for the LUMO energy is -3.03 eV. The calculation puts the largest force on an atom at 0.1133 Eh/bohr. As for the charge: +1. The calculation puts the energy at -268.25638 Eh. The HOMO-LUMO gap comes out at 11.576 eV.

Last column: Mulliken charge in e.
CARTESIAN COORDINATES (ANGSTROEM)
C  0.2293  -0.1736  -0.2253  0.954
C  -0.0353  -1.1672  -1.3888  -1.317
C  -2.2831  -0.1365  0.2506  -1.015
C  2.0251  1.1442  1.0242  -0.809
N  -0.8589  0.3298  0.3764  -0.274
N  1.4104  0.1893  0.0514  -0.231
H  -0.9039  -0.9717  -1.9237  0.405
H  0.8180  -1.1364  -2.1058  0.363
H  -0.0850  -2.1709  -1.0350  0.364
H  -2.2964  -1.1916  0.3345  0.400
H  -2.9383  0.1959  1.1047  0.310
H  -2.7151  0.1537  -0.6681  0.360
H  2.7026  1.8390  0.6594  0.307
H  2.4723  0.3804  1.7171  0.336
H  1.2471  1.6868  1.6030  0.291
H  -1.0103  1.2224  0.7897  0.266
H  2.2216  -0.1938  -0.5643  0.290



(5)
# C25H30Br4N2O13

A cluster of 7 separate species, C25H30Br4N2O13 in total in a non-equilibrium geometry (wB97M-V/def2-TZVPD, OMol25).

The spin multiplicity is 1. For the HOMO energy, the calculation gives -9.850 eV. The value obtained for the LUMO energy is -1.11 eV. The calculation puts the largest force on an atom at 0.0647 Eh/bohr. As for the charge: 0. The calculation puts the energy at -12354.13181 Eh. The HOMO-LUMO gap comes out at 8.744 eV.

Last column: Mulliken charge in e.
CARTESIAN COORDINATES (ANGSTROEM)
C  16.4267  10.5140  8.3709  -0.240
C  15.0928  11.3724  8.2286  0.243
O  14.2189  10.4069  7.6224  -0.356
C  14.7738  9.1846  7.4755  0.689
O  14.2566  8.3162  6.8217  -0.575
O  15.9821  9.1847  8.0618  -0.350
H  16.9159  10.5542  9.3556  0.267
H  17.0611  10.8760  7.5236  0.285
H  15.2575  12.0788  7.4364  0.258
H  14.6072  11.8390  9.0873  -0.223
C  7.1023  19.2459  12.0649  -0.423
C  6.9256  18.2425  13.1759  -0.197
O  7.3177  16.9849  12.5597  -0.253
C  8.2123  17.3269  11.5718  0.572
O  8.8747  16.4922  11.0081  -0.508
O  8.2264  18.6107  11.3204  -0.356
H  7.4829  20.2157  12.3501  0.248
H  6.2406  19.3322  11.4565  0.317
H  5.8894  18.0643  13.3892  0.428
H  7.5280  18.5301  14.0632  0.095
C  11.7017  16.0913  10.4672  0.644
C  11.0849  14.7042  10.2720  0.181
O  12.2803  13.9785  9.6642  -0.366
C  13.3865  14.7199  9.7834  0.619
O  14.5301  14.4330  9.5120  -0.556
O  13.1081  15.8341  10.5747  -0.338
H  11.3610  16.5506  11.3376  -0.613
H  11.4415  16.7428  9.5966  0.214
H  10.2029  14.7421  9.6776  0.330
H  10.8659  14.2026  11.1879  -0.054
Br  13.8062  15.3665  14.9745  -0.160
C  11.8076  15.4529  14.6820  0.016
C  11.2494  16.1283  15.9089  -0.720
Br  9.3008  16.3415  16.0062  -0.180
H  11.3958  14.4736  14.5413  0.366
H  11.6746  16.0923  13.8426  -0.236
H  11.6836  17.0893  16.0972  0.390
H  11.5668  15.5447  16.7898  0.472
Br  9.2929  12.7700  13.7253  -0.117
C  7.9790  13.7274  12.6439  0.278
C  7.0492  12.7647  11.9921  -0.630
Br  7.8753  11.6434  10.5937  -0.159
H  8.5168  14.3944  12.0231  -0.352
H  7.4541  14.4050  13.3437  0.282
H  6.2367  13.2855  11.4050  0.344
H  6.5419  12.0544  12.6000  0.448
C  14.2227  20.8887  14.5737  -0.518
C  13.1634  21.5003  15.2182  -0.651
C  11.8635  21.0672  14.8614  -0.265
C  11.7212  19.9780  14.0389  0.048
C  12.7483  19.2976  13.4606  0.108
C  14.0297  19.7631  13.7065  -0.666
N  10.3675  19.4168  13.7320  0.952
O  9.4263  20.2068  13.9254  -0.623
O  10.2564  18.2683  13.4100  -0.353
H  15.2354  21.1716  14.7106  0.401
H  13.2259  22.4037  15.7874  0.382
H  11.0176  21.6571  15.2321  0.411
H  12.6062  18.3145  12.9906  0.323
H  14.8027  19.2736  13.1244  0.438
C  14.3621  10.0472  11.1232  -0.556
C  15.3645  10.5517  11.9385  -0.614
C  16.2856  9.6354  12.5019  -0.244
C  16.1529  8.3252  12.2009  0.065
C  15.1258  7.8273  11.3957  -0.263
C  14.2877  8.7145  10.8308  -0.714
N  16.9416  7.2857  12.9039  1.026
O  17.7184  7.7419  13.6928  -0.624
O  16.8005  6.1359  12.5724  -0.609
H  13.5862  10.7388  10.8739  0.600
H  15.3734  11.5265  12.2545  0.630
H  17.1017  9.9265  13.1957  0.409
H  15.0382  6.7623  11.2143  0.438
H  13.4949  8.3916  10.1832  0.443



(6)
# C10H20NOS

The ion C10H20NOS with charge +1 in a non-equilibrium geometry (wB97M-V/def2-TZVPD, OMol25).

The spin multiplicity is 1. For the HOMO energy (alpha / beta), the calculation gives -11.513 / -11.914 eV. The value obtained for the LUMO energy (alpha / beta) is -3.67 / -3.82 eV. The calculation puts the largest force on an atom at 0.0839 Eh/bohr. As for the charge: +1. The calculation puts the energy at -920.77756 Eh. The HOMO-LUMO gap (alpha / beta) comes out at 7.843 / 8.089 eV.

Last column: Mulliken charge in e.
CARTESIAN COORDINATES (ANGSTROEM)
C  0.7954  -0.8233  1.4628  -1.010
C  -2.3402  -1.7136  -0.3827  -0.642
C  -3.3502  -0.6928  0.1427  -0.592
C  -1.0012  0.1798  0.0212  -1.103
C  1.7720  -0.3319  0.4461  1.554
C  0.0511  1.2238  -0.2861  1.657
C  2.0785  -1.5743  -0.4083  -1.733
C  3.1005  0.2704  1.0586  -1.624
C  0.0233  2.2611  0.8907  -1.413
C  -0.4410  1.8875  -1.7274  -1.502
N  -1.2644  -0.8483  -0.9729  0.211
O  1.2405  0.5719  -0.5594  -0.372
S  -2.4010  0.6105  0.9552  -0.073
H  0.4683  -0.1504  2.2000  0.320
H  1.0260  -1.7864  1.8970  0.437
H  -2.1045  -2.4214  0.3850  0.400
H  -2.8772  -1.9957  -1.2460  0.372
H  -4.0827  -0.1733  -0.6427  0.341
H  -4.0673  -1.1764  0.9012  0.429
H  2.8023  -2.2276  0.0650  0.540
H  2.6969  -1.3409  -1.3648  0.305
H  1.2518  -2.3138  -0.3758  0.424
H  2.8018  0.8099  2.0401  0.322
H  3.4577  0.8754  0.3133  0.448
H  3.7750  -0.5962  1.2490  0.435
H  -0.6039  3.1280  0.6535  0.301
H  1.1194  2.4245  0.9326  0.410
H  -0.4071  1.6361  1.6797  0.369
H  0.0741  2.8423  -1.9917  0.419
H  -1.5453  1.9840  -1.8688  0.331
H  -0.1519  1.1590  -2.5999  0.347
H  -0.2967  -1.2642  -1.0663  0.304
H  -1.5997  -0.4337  -1.8010  0.388



Short version: energy above the lowest of the compared OMol25 structures with the same formula, charge and spin = 7.185 5.571 1.945 1.320 0.000 5.150 eV, in the order given.